[1]
The following is a quantum chemistry calculation of a single C3H3N3O molecule, from the Open Molecules 2025 dataset.

```
10
C3H3N3O the ωB97M-V functional and the def2-TZVPD basis
H -1.200 -1.125 -1.592
H 3.095 0.119 0.572
H -1.889 -1.403 0.794
C -1.488 -0.417 0.504
O -1.619 0.545 1.217
N -0.081 0.486 -1.363
C 1.368 0.790 0.232
N 0.527 1.362 -0.461
C -0.882 -0.374 -0.873
N 2.167 0.210 0.951
```

Its SMILES is N=C=N/N=C\C=O. For the HOMO-LUMO gap, the calculation gives 9.030 eV. The energy relative to the best compared isomer or geometry (same formula, charge and spin) comes out at 316.1 kJ/mol. Its charge is 0. For the total energy, the calculation gives -355.51949 a.u. The calculation puts the HOMO energy at -9.60 eV.

[2]
The following is a quantum chemistry calculation of a molecular structure, C34H39CoN5O, from the Open Molecules 2025 dataset.

```
80
C34H39CoN5O the ωB97M-V functional and the def2-TZVPD basis
C 1.216 0.634 3.717
C 2.124 2.199 -4.461
H 1.557 -0.514 -2.781
H 4.587 2.191 -5.372
C -4.670 -0.246 3.647
C 1.793 2.485 -0.185
C -1.613 2.481 -2.243
H 3.776 1.876 5.478
H -0.897 0.811 -4.417
C 1.949 2.313 -1.657
C 2.511 1.348 3.970
H 2.679 -0.538 -1.411
H 4.799 3.731 -4.533
H -2.843 1.736 1.549
H 3.016 -1.338 0.692
H -1.767 -1.561 2.737
H -3.161 -1.000 -0.717
H 2.779 2.516 0.304
H -1.681 3.291 -2.951
C -4.030 0.918 3.202
C -2.401 -3.426 -0.430
H 1.660 0.501 1.602
Co -0.493 -0.966 0.104
C -4.675 -1.392 2.852
C -2.580 1.967 -1.429
C 0.843 2.017 -2.464
C 1.978 -1.150 -1.993
H -3.045 -2.992 0.352
H 2.547 -1.963 -2.473
H 2.250 -2.215 2.034
C -0.747 0.934 -0.800
N -2.031 1.223 -0.445
N -4.046 -1.466 1.693
C 0.299 0.286 4.720
C 1.097 -2.184 0.220
C -0.973 -0.859 3.015
C 4.581 2.665 -4.384
H 5.400 2.246 -3.792
H -4.017 1.818 3.820
H -1.527 -0.828 5.083
C -2.426 -0.844 0.194
C -0.442 -2.027 -1.518
H -0.537 -1.067 -3.428
C -0.110 -2.847 0.637
H 0.025 1.563 -5.722
H 0.435 0.604 5.755
O 3.206 1.785 3.055
H -5.192 -0.295 4.589
C -1.000 -1.909 -2.900
C -1.058 -2.753 -0.433
H 2.971 -3.115 0.683
H 2.422 0.976 6.026
H -2.084 -1.743 -2.863
H -2.295 -4.501 -0.229
N -0.197 -0.382 2.013
C 0.881 1.974 -3.861
H -0.812 -2.824 -3.487
C -0.796 -0.488 4.352
C 3.175 2.517 -2.305
C 2.401 -2.211 0.946
H 0.035 -4.733 1.646
H 4.043 2.738 -1.702
H -2.904 -3.289 -1.393
H -1.343 -3.734 2.149
N -0.422 1.810 -1.841
C 0.896 -1.680 -1.110
C -3.275 -0.411 1.333
H -5.168 -2.319 3.108
H -3.648 2.055 -1.396
H 1.203 1.645 0.228
H 2.160 2.173 -5.545
C 0.932 0.283 2.384
C -3.361 0.869 1.986
H -1.013 2.568 -4.713
H 0.301 -3.320 2.693
N 2.859 1.516 5.288
C -0.288 -3.701 1.849
C 3.264 2.446 -3.703
C -0.328 1.711 -4.695
H 1.244 3.414 0.077
```

Its spin multiplicity is 5. For the HOMO-LUMO gap (spin up / spin down), the calculation gives 3.794 / 7.623 eV. The energy relative to the best compared isomer or geometry (same formula, charge and spin) comes out at 0.0 kJ/mol. Its charge is -1. For the total energy, the calculation gives -3050.60878 a.u. The calculation puts the HOMO energy (spin up / spin down) at -1.12 / -4.95 eV.

[3]
The following is a quantum chemistry calculation of 2 unconnected molecules or ions with the total composition C5H13O3, from the Open Molecules 2025 dataset.

```
21
C5H13O3 the ωB97M-V functional and the def2-TZVPD basis
C 1.012 -0.268 -0.140
C 0.154 1.991 -1.004
O -2.481 -1.588 -0.781
H -0.501 2.834 -0.784
H -1.037 -1.281 2.080
C -1.513 -1.105 -0.010
H 1.851 -0.187 -0.851
O -0.583 -1.237 2.991
H -0.378 1.372 -1.732
H 1.402 1.701 0.735
H -0.211 -1.084 -1.774
H -1.366 -1.825 0.930
H 1.461 -0.642 0.787
H -1.744 -0.068 0.314
C -0.123 -1.155 -0.687
H 1.876 1.791 -1.867
C 0.599 1.185 0.194
O 1.301 2.526 -1.703
H 0.301 -2.161 -0.559
H 0.089 -1.942 2.828
H -0.110 1.144 1.032
```

For the HOMO-LUMO gap, the calculation gives 6.252 eV. The energy relative to the best compared isomer or geometry (same formula, charge and spin) comes out at 125.7 kJ/mol. Its charge is -1. For the total energy, the calculation gives -423.98576 a.u. The calculation puts the HOMO energy at -2.75 eV.

[4]
The following is a quantum chemistry calculation of a molecular structure, C2HF5NO5S2Tb, from the Open Molecules 2025 dataset.

```
17
C2HF5NO5S2Tb the ωB97M-V functional and the def2-TZVPD basis
N 0.256 0.369 0.004
F -1.367 -0.936 -1.098
F 1.944 -1.882 -0.907
C -0.932 0.313 -0.924
O 2.081 1.598 -1.413
C 2.680 -1.016 -0.179
F -1.969 1.093 -0.616
F 3.849 -0.867 -0.851
O -6.228 0.134 -0.519
O 2.271 1.200 1.065
F -0.483 0.725 -2.110
Tb 2.795 -0.724 2.242
H -5.304 0.348 -0.251
S -0.370 0.163 1.731
O 0.643 -0.752 2.390
O -1.700 -0.469 1.730
S 1.833 0.702 -0.292
```

Its spin multiplicity is 8. For the HOMO-LUMO gap (spin up / spin down), the calculation gives 7.043 / 6.794 eV. Its charge is +1. For the total energy, the calculation gives -2627.49188 a.u. The calculation puts the HOMO energy (spin up / spin down) at -13.63 / -13.09 eV.

[5]
The following is a quantum chemistry calculation of a molecular structure, C7H13N2O3, from the Open Molecules 2025 dataset.

```
25
C7H13N2O3 the ωB97M-V functional and the def2-TZVPD basis
H 1.092 -2.305 -1.435
C 0.480 -1.406 -1.525
H -3.838 1.388 -0.103
C -1.452 1.219 -0.155
H -4.018 0.591 1.544
H 1.927 1.139 -1.768
H 3.921 -0.233 1.306
O 0.743 1.797 -0.284
H -0.617 -1.716 -1.519
C 2.712 -0.142 1.325
C -3.739 0.443 0.395
H -0.482 -1.971 0.768
O 0.449 -1.511 0.854
H 2.832 1.772 -0.445
H 2.542 0.880 1.805
N 1.981 -0.092 -0.054
C -2.391 -0.026 0.066
N -0.236 0.867 -0.280
C 0.783 -0.776 -0.189
H 0.604 -0.831 -2.515
H -1.894 2.186 0.108
O -2.073 -1.181 0.049
H -4.436 -0.386 -0.010
H 2.306 -0.930 2.081
C 2.032 1.145 -0.717
```

For the HOMO-LUMO gap, the calculation gives 9.731 eV. The energy relative to the best compared isomer or geometry (same formula, charge and spin) comes out at 204.0 kJ/mol. Its charge is +1. For the total energy, the calculation gives -609.37655 a.u. The calculation puts the HOMO energy at -14.22 eV.

[6]
The following is a quantum chemistry calculation of 9 unconnected molecules or ions with the total composition C2H23NO8, from the Open Molecules 2025 dataset.

```
34
C2H23NO8 the ωB97M-V functional and the def2-TZVPD basis
O 3.121 -0.774 1.335
O 1.162 2.759 -1.597
H 0.643 -1.341 -3.146
O 1.923 -2.407 -0.481
H -2.994 -0.866 1.205
H -0.468 -1.402 -2.029
H -1.725 -0.906 -1.227
O -0.528 3.774 0.241
H -0.170 4.066 1.085
H -1.423 -0.931 2.086
H -0.073 1.267 -2.457
H 2.636 -0.751 0.509
H -2.072 -2.833 -0.237
O 0.255 -1.894 -2.454
O 1.698 1.312 2.192
H -1.123 3.090 0.617
N -0.918 -1.185 -0.685
H 2.076 0.423 2.000
H -0.546 -0.356 -0.236
H -2.628 -2.166 2.190
C -2.137 -1.465 1.463
H -0.241 1.208 1.652
O -0.687 1.196 -3.212
H -0.538 -2.719 0.659
H -1.491 1.557 2.458
C -1.417 -2.160 0.319
H 1.055 -2.028 -0.766
H -1.447 0.844 -2.729
H 1.780 -3.330 -0.695
H 3.227 -1.719 1.469
H 1.221 3.293 -2.376
H 2.446 1.900 2.193
O -1.181 1.417 1.555
H 0.563 3.130 -0.901
```

Its SMILES is CCN.O.O.O.O.O.O.O.O. For the HOMO-LUMO gap, the calculation gives 9.960 eV. The energy relative to the best compared isomer or geometry (same formula, charge and spin) comes out at 138.2 kJ/mol. Its charge is 0. For the total energy, the calculation gives -746.62667 a.u. The calculation puts the HOMO energy at -9.67 eV.

[7]
The following is a quantum chemistry calculation of a single C7H9OP molecule, from the Open Molecules 2025 dataset.

```
18
C7H9OP the ωB97M-V functional and the def2-TZVPD basis
C 0.675 -1.916 -0.303
C -2.080 0.058 -0.250
H 0.978 -2.926 -0.554
P 1.587 1.953 -0.457
H 0.769 2.964 -0.873
C -0.774 -0.028 -0.460
H -2.728 -0.526 -0.841
O -2.729 0.923 0.582
H -0.718 -1.557 -1.908
H -2.117 1.602 0.809
H -0.363 1.386 1.005
H 1.515 0.425 2.155
C 1.218 -1.397 0.931
H 1.805 -2.060 1.543
C -0.148 -1.220 -1.105
C 0.206 0.805 0.311
C 1.083 -0.108 1.224
H 1.820 1.622 -1.809
```

Its SMILES is O/C=C1/C=CC=C[C@H]1P. For the HOMO-LUMO gap, the calculation gives 8.532 eV. The energy relative to the best compared isomer or geometry (same formula, charge and spin) comes out at 255.0 kJ/mol. Its charge is 0. For the total energy, the calculation gives -688.61517 a.u. The calculation puts the HOMO energy at -8.01 eV.

Question: total energy of number 4 (C2HF5NO5S2Tb)?
Answer: -2627.49188 a.u.

Question: The highest total energy belongs to which entry?
Answer: C3H3N3O